Record 1
The following is a DFT calculation (the ωB97M-V functional and the def2-TZVPD basis) of C4H2LaO5 as an isolated structure.

The highest occupied orbital energy (alpha / beta) comes out at -0.5748 / -0.6052 Ha. Its total charge is +2. As for the multiplicity: 2. The value obtained for the energy above the lowest of the compared OMol25 structures with the same formula, charge and spin is 274.0 kJ/mol. The HOMO-LUMO gap (alpha / beta) comes out at 6.37 / 7.24 eV. For the electronic energy, the calculation gives -15254.885 eV.

Each line ends with the natural charge from an NBO analysis.
Element x y z (Å)
C  -3.650  -1.112  -1.299  1.07
O  -4.320  -1.047  -2.231  -0.37
O  -2.952  -1.186  -0.369  -0.69
O  -0.070  -0.312  1.878  -0.75
C  0.835  0.291  1.346  0.73
O  1.140  0.051  0.079  -0.54
La  -1.851  -2.452  1.963  1.94
H  1.408  1.094  1.833  0.20
O  3.517  0.052  -0.570  -0.42
C  2.421  0.514  -0.550  0.58
C  1.972  1.850  -0.575  0.04
H  1.550  2.257  -1.503  0.20


Record 2
The following is a DFT calculation (the ωB97M-V functional and the def2-TZVPD basis) of a 2-piece molecular cluster, C4H12N3 overall.

The highest occupied orbital energy comes out at -0.4185 Ha. Its total charge is +1. As for the multiplicity: 1. The value obtained for the energy above the lowest of the compared OMol25 structures with the same formula, charge and spin is 178.6 kJ/mol. The HOMO-LUMO gap comes out at 7.52 eV. For the electronic energy, the calculation gives -8805.883 eV.

Each line ends with the natural charge from an NBO analysis.
Element x y z (Å)
C  0.227  -0.415  -2.656  -0.63
C  -0.715  -0.895  -1.535  -0.26
C  -1.534  -0.086  -0.809  -0.07
N  -2.395  -0.464  0.233  -0.81
H  -0.046  0.647  -2.830  0.21
H  1.259  -0.581  -2.333  0.20
H  0.042  -1.084  -3.517  0.24
H  -0.629  -1.982  -1.313  0.20
H  -1.669  0.913  -1.212  0.20
H  -2.628  0.204  0.952  0.37
H  -2.164  -1.346  0.729  0.38
N  0.397  1.186  2.295  -0.72
C  1.145  0.678  1.332  0.39
N  2.319  0.123  1.590  -0.71
H  0.770  1.219  3.229  0.42
H  -0.619  1.337  2.195  0.45
H  0.773  0.686  0.263  0.27
H  2.876  -0.213  0.814  0.45
H  2.591  0.073  2.574  0.43


Record 3
The following is a DFT calculation (the ωB97M-V functional and the def2-TZVPD basis) of a 3-piece molecular cluster, C40H48N3O11P overall.

The highest occupied orbital energy comes out at -0.3286 Ha. As for the multiplicity: 1. The value obtained for the energy above the lowest of the compared OMol25 structures with the same formula, charge and spin is 678.8 kJ/mol. The HOMO-LUMO gap comes out at 7.67 eV. For the electronic energy, the calculation gives -78530.286 eV.

Each line ends with the Mulliken charge.
Element x y z (Å)
C  0.953  -1.371  4.379  0.04
C  1.977  -1.324  3.704  -0.62
C  3.074  -1.371  2.568  0.04
C  2.505  -2.077  1.274  0.52
C  2.777  -3.562  1.114  -0.81
C  2.299  -4.331  -0.105  0.38
C  2.571  -5.884  -0.297  -1.26
C  3.953  -6.053  -1.124  -0.30
C  3.700  -6.735  -2.541  0.35
O  3.418  -7.907  -2.683  -0.49
O  3.791  -5.902  -3.701  -0.48
C  1.516  -3.581  -1.175  0.58
C  0.947  -4.297  -2.475  -1.18
C  -0.640  -4.199  -2.519  0.36
O  -1.239  -4.041  -3.562  -0.53
O  -1.384  -4.253  -1.300  -0.53
C  1.268  -2.116  -0.984  0.12
C  1.756  -1.326  0.224  -0.41
C  1.430  0.230  0.295  0.05
O  2.227  1.038  0.738  -0.55
C  0.005  0.617  -0.292  0.46
C  -0.837  1.728  0.320  -0.66
O  -0.297  2.388  1.416  -0.45
C  0.374  3.631  1.066  -0.98
C  0.703  3.824  -0.474  0.12
C  1.668  5.108  -0.654  -0.41
C  2.639  4.751  -1.897  -1.02
C  -2.186  1.980  -0.284  0.69
P  -3.313  3.326  0.410  0.59
O  -3.016  3.686  1.853  -0.61
C  -2.735  1.194  -1.470  0.55
C  -4.131  1.479  -2.096  -0.11
C  -5.446  0.939  -1.532  -0.31
C  -6.676  1.298  -2.293  -0.25
N  -6.843  2.071  -3.421  -0.56
C  -5.684  2.617  -3.945  -0.42
C  -4.361  2.324  -3.328  -0.35
C  -1.862  0.104  -2.091  -0.41
C  -2.372  -0.711  -3.359  -0.28
C  -2.271  0.286  -4.628  -0.39
C  -0.968  -0.010  -5.511  -0.43
O  0.108  0.876  -5.082  -0.57
C  -0.495  -0.164  -1.490  1.11
C  0.486  -1.257  -2.063  0.19
O  0.638  -1.411  -3.274  -0.46
H  0.048  -1.652  4.981  0.38
H  3.972  -1.936  3.001  -0.16
H  3.470  -0.332  2.323  0.36
H  3.365  -4.162  1.866  0.41
H  1.706  -6.387  -0.836  0.52
H  2.638  -6.375  0.719  0.48
H  4.751  -6.590  -0.534  0.38
H  4.354  -5.016  -1.348  0.35
H  2.897  -5.580  -3.930  0.36
H  1.283  -5.370  -2.567  0.42
H  1.331  -3.726  -3.379  0.38
H  -1.317  -3.355  -0.899  0.36
H  -0.298  4.477  1.423  0.26
H  1.347  3.757  1.651  0.44
H  -0.261  4.097  -0.998  0.16
H  1.259  2.963  -0.949  0.10
H  2.356  5.259  0.232  0.29
H  1.098  6.043  -0.920  0.34
H  3.266  5.632  -2.225  0.36
H  1.971  4.364  -2.737  0.24
H  3.275  3.853  -1.591  0.25
H  -4.696  2.971  0.204  0.18
H  -3.113  4.507  -0.401  0.06
H  -5.455  0.299  -0.597  0.37
H  -7.638  0.869  -1.862  0.32
H  -5.767  3.260  -4.874  0.34
H  -3.447  2.777  -3.823  0.41
H  -3.434  -1.056  -3.162  0.59
H  -1.761  -1.639  -3.560  -0.32
H  -3.227  0.248  -5.226  0.35
H  -2.120  1.332  -4.222  -0.02
H  -0.643  -1.090  -5.430  0.20
H  -1.167  0.262  -6.602  0.33
H  0.952  0.378  -5.118  0.32
C  8.283  -3.947  4.179  -0.88
N  7.095  -3.180  3.869  -0.15
C  6.286  -2.504  4.728  0.77
C  6.636  -2.532  6.192  -1.41
O  5.310  -1.898  4.303  -0.61
H  9.126  -3.516  3.634  0.30
H  8.129  -4.975  3.844  0.29
H  8.507  -3.947  5.242  0.34
H  6.801  -3.117  2.905  0.20
H  5.903  -1.950  6.750  0.30
H  6.618  -3.558  6.563  0.38
H  7.621  -2.090  6.351  0.38
C  -6.872  6.498  4.519  -0.84
N  -6.751  5.931  3.193  -0.17
C  -6.303  4.694  2.848  0.80
C  -5.868  3.770  3.954  -1.31
O  -6.262  4.364  1.671  -0.65
H  -7.917  6.767  4.688  0.28
H  -6.258  7.401  4.567  0.28
H  -6.550  5.806  5.292  0.33
H  -7.025  6.495  2.402  0.24
H  -5.537  2.824  3.526  0.23
H  -5.035  4.210  4.505  0.35
H  -6.705  3.571  4.627  0.46


Record 4
The following is a DFT calculation (the ωB97M-V functional and the def2-TZVPD basis) of a 2-piece molecular cluster, C3H11NO2 overall.

The highest occupied orbital energy (alpha / beta) comes out at -0.4944 / -0.4944 Ha. Its total charge is +1. As for the multiplicity: 2. The value obtained for the energy above the lowest of the compared OMol25 structures with the same formula, charge and spin is 251.4 kJ/mol. The HOMO-LUMO gap (alpha / beta) comes out at 9.41 / 3.89 eV. For the electronic energy, the calculation gives -8863.506 eV.

Each line ends with the natural charge from an NBO analysis.
Element x y z (Å)
C  1.674  0.739  -0.803  -0.28
C  0.737  0.182  0.231  -0.48
C  0.222  -1.185  -0.253  -0.03
O  -0.877  -1.607  0.541  -0.69
N  1.980  2.186  -0.810  -0.27
H  2.644  0.274  -0.473  0.33
H  1.338  0.384  -1.777  0.26
H  1.166  0.046  1.255  0.23
H  -0.189  0.802  0.397  0.25
H  -0.095  -0.951  -1.169  0.18
H  1.098  -1.987  -0.099  0.18
H  -0.830  -1.290  1.469  0.48
H  2.238  2.439  0.190  0.41
H  2.856  2.412  -1.337  0.43
H  -4.047  -0.343  0.718  0.46
H  -5.029  -1.318  1.377  0.47
O  -4.886  -0.784  0.542  -0.93


Question: Number 2 is which compound?
Answer: C4H12N3


Question: multiplicity of number 4 (C3H11NO2)?
Answer: 2


Question: Which value of electronic energy does entry 3 give?
Answer: -78530.286 eV